Record 1
# C4H12

A cluster of 2 separate species, C4H12 in total (the ωB97M-V functional and the def2-TZVPD basis, the OMol25 dataset).

The geometry in ORCA input format:
```
! RIJCOSX wB97M-V def2-TZVPD def2/J DEFGRID3
* xyz 0 1
C -0.74 -0.17 1.48
C -1.04 -1.13 2.63
H 0.10 0.49 1.67
H -0.51 -0.67 0.55
H -1.57 0.50 1.27
H -2.09 -1.11 2.88
H -0.49 -0.89 3.54
H -0.81 -2.16 2.37
C 0.63 1.34 -1.84
C 1.16 -0.05 -2.24
H -0.37 1.26 -1.42
H 1.27 1.78 -1.08
H 0.57 1.96 -2.73
H 0.84 -0.82 -1.55
H 2.25 -0.01 -2.31
H 0.80 -0.32 -3.23
*
```

Output
**Energy relative to the best compared isomer or geometry (same formula, charge and spin)**: 0.1758 eV
**SMILES string**: CC.CC
**E_HOMO**: -11.827 eV



Record 2
# C6H26BrO10

A cluster of 8 separate species, C6H26BrO10 in total (the ωB97M-V functional and the def2-TZVPD basis, the OMol25 dataset).

The geometry in ORCA input format:
```
! RIJCOSX wB97M-V def2-TZVPD def2/J DEFGRID3
* xyz 0 2
Br 14.10 -25.81 29.61
O 17.27 -24.38 31.06
H 16.39 -24.65 30.83
H 17.43 -23.59 30.53
O 13.37 -26.67 26.22
H 13.42 -26.42 27.14
H 13.87 -27.49 26.18
O 15.12 -23.58 27.09
H 15.87 -24.15 26.96
H 14.75 -23.85 27.94
O 11.91 -24.20 27.71
H 12.36 -23.36 27.61
H 12.51 -24.74 28.22
C 16.77 -26.37 25.62
C 17.08 -26.22 27.14
O 17.57 -24.97 27.45
O 16.17 -27.57 25.25
H 17.59 -26.18 24.92
H 16.05 -25.55 25.57
H 17.79 -27.04 27.21
H 16.32 -26.53 27.85
H 18.38 -24.90 26.94
H 16.09 -27.41 24.31
C 11.50 -28.05 31.55
C 11.35 -26.55 31.97
O 10.24 -25.81 31.43
O 12.23 -28.29 30.29
H 10.57 -28.62 31.45
H 12.01 -28.60 32.34
H 12.34 -26.11 31.82
H 11.32 -26.64 33.06
H 10.21 -25.00 31.96
H 12.81 -27.54 30.15
C 12.14 -22.39 32.41
C 10.60 -22.52 32.85
O 10.14 -23.89 33.14
O 12.32 -22.78 30.99
H 12.79 -23.10 32.93
H 12.53 -21.37 32.39
H 10.02 -22.08 32.04
H 10.48 -21.82 33.69
H 9.21 -23.96 33.35
H 12.68 -23.66 30.86
*
```

Output
**E_HOMO (alpha / beta)**: -10.350 / -10.245 eV



Record 3
# C6H4O

An isolated molecule of C6H4O (the ωB97M-V functional and the def2-TZVPD basis, the OMol25 dataset).

The geometry in ORCA input format:
```
! RIJCOSX wB97M-V def2-TZVPD def2/J DEFGRID3
* xyz 0 1
C 1.60 0.60 -0.41
C 1.27 -0.32 0.40
C 0.72 -1.40 1.04
C 0.30 0.88 0.34
C -0.98 0.46 -0.26
C -1.25 -0.85 -0.20
O -0.47 -1.73 0.53
H 2.25 0.88 -1.20
H 0.34 1.67 1.08
H -1.68 1.16 -0.72
H -2.12 -1.35 -0.61
*
```

Output
**Energy relative to the best compared isomer or geometry (same formula, charge and spin)**: 4.6036 eV
**E_HOMO**: -8.294 eV



Record 4
# C15H29ClNO5

A cluster of 2 separate species, C15H29ClNO5 in total (the ωB97M-V functional and the def2-TZVPD basis, the OMol25 dataset).

The geometry in ORCA input format:
```
! RIJCOSX wB97M-V def2-TZVPD def2/J DEFGRID3
* xyz 1 1
C 3.81 1.29 -2.34
C 3.49 1.75 -3.80
C 2.13 1.17 -4.28
Cl 1.67 2.08 -5.79
O 1.14 1.29 -3.27
C 0.21 0.28 -3.35
O 0.38 -0.77 -2.86
O -0.92 0.58 -4.06
C -2.04 0.93 -3.25
C -1.85 2.21 -2.39
O -2.33 3.33 -3.16
H 3.03 1.70 -1.68
H 3.75 0.19 -2.25
H 4.83 1.63 -2.06
H 3.33 2.85 -3.76
H 4.28 1.53 -4.53
H 2.25 0.11 -4.58
H -2.87 1.15 -3.95
H -2.42 0.08 -2.63
H -2.54 2.17 -1.51
H -0.81 2.41 -2.08
H -1.62 3.55 -3.79
C -1.05 -2.39 0.82
C -0.70 -0.91 1.15
C 0.82 -0.77 1.36
C 1.31 -1.34 2.69
C 0.52 -0.77 3.86
C -1.01 -0.92 3.71
N -1.47 -0.45 2.36
O -1.49 0.74 2.36
C -1.42 -2.40 3.93
C -1.71 -0.17 4.86
C -1.10 -0.15 -0.12
H -2.10 -2.60 1.03
H -0.90 -2.60 -0.24
H -0.44 -3.11 1.35
H 1.10 0.29 1.32
H 1.35 -1.26 0.54
H 1.25 -2.43 2.68
H 2.37 -1.10 2.82
H 0.84 -1.25 4.79
H 0.77 0.29 3.97
H -2.48 -2.55 3.72
H -1.25 -2.68 4.97
H -0.85 -3.11 3.35
H -1.42 0.88 4.91
H -1.44 -0.61 5.81
H -2.79 -0.23 4.76
H -2.17 -0.22 -0.31
H -0.59 -0.57 -0.99
H -0.82 0.91 -0.09
*
```

Output
**Energy relative to the best compared isomer or geometry (same formula, charge and spin)**: 0.2481 eV
**E_HOMO**: -12.659 eV



Record 5
# C4H8N2

An isolated molecule of C4H8N2 (the ωB97M-V functional and the def2-TZVPD basis, the OMol25 dataset).

The geometry in ORCA input format:
```
! RIJCOSX wB97M-V def2-TZVPD def2/J DEFGRID3
* xyz 0 1
C 0.87 0.31 -1.26
C -0.68 0.95 0.77
C -0.50 -0.34 1.26
C 0.79 -1.10 -0.63
H 1.08 0.13 -2.36
H 1.55 0.95 -0.69
H -1.22 0.73 -1.10
H -0.04 1.73 1.25
H -1.68 1.29 0.93
H -0.87 -0.58 2.39
H 0.14 -2.14 0.94
H 0.81 -1.89 -1.36
N -0.43 1.11 -0.76
N 0.17 -1.15 0.60
*
```

Output
**Energy relative to the best compared isomer or geometry (same formula, charge and spin)**: 4.2495 eV
**E_HOMO**: -6.447 eV



Which formula does entry 1 have?
C4H12